DFT (ωB97M-V/def2-TZVPD) results for C12H17Br4IrO9P3 as an isolated structure.

Values from the calculation:
F_max = 3.2 eV/A
M = 910.0 g mol⁻¹
Frontier orbital gap (spin up / spin down) = 3.482 / 3.858 eV
Calculated total energy = -12569.157707 a.u.
Energy relative to the best compared isomer or geometry (same formula, charge and spin) = 127.3 kcal/mol
LUMO energy (spin up / spin down) = -4.13 / -3.94 eV

The geometry in ORCA input format:
```
! RIJCOSX wB97M-V def2-TZVPD def2/J DEFGRID3
* xyz 0 2
Ir -1.7795 -0.0648 0.1660
O -1.3330 2.7890 -2.5895
P -2.2086 1.4828 -2.2877
O -3.1809 1.1803 -3.3282
O -1.1771 0.3744 -1.9671
O -2.8055 1.8710 -0.8250
P -4.2787 1.1118 -0.3958
O -4.4071 1.6850 1.0728
O -5.3659 1.5248 -1.2635
O -3.8196 -0.3446 -0.3169
H -1.8181 3.3425 -3.2001
H -3.8845 1.1970 1.7164
Br -1.0741 -0.7425 7.3886
C -0.7446 -0.5555 5.5521
C 0.5625 -0.7253 5.0601
Br 1.9617 -1.1501 6.2323
C 0.8194 -0.5790 3.7070
Br 2.5600 -0.7400 3.0147
C -0.2063 -0.3105 2.7947
O -0.0183 -0.2022 1.5345
C -1.5712 -0.1452 3.2945
O -2.4769 0.0736 2.4412
C -1.7845 -0.2550 4.6880
Br -3.5387 -0.0022 5.3086
C 0.5203 -1.6510 -3.7615
C 1.2050 -0.4723 -3.0834
P 0.7983 -0.3849 -1.2958
C 1.7267 -1.8228 -0.5258
C 3.2376 -1.7924 -0.7049
C 1.5318 1.1985 -0.7092
C 2.8263 1.6326 -1.3941
H 0.6929 -1.6222 -4.8350
H -0.5507 -1.6012 -3.5790
H 0.8963 -2.5966 -3.3798
H 0.8626 0.4635 -3.5219
H 2.2906 -0.5376 -3.1908
H 1.2998 -2.7233 -0.9679
H 1.4759 -1.8199 0.5338
H 3.5265 -1.6873 -1.7471
H 3.6476 -2.7325 -0.3383
H 3.6762 -0.9885 -0.1212
H 1.6875 1.0910 0.3650
H 0.7595 1.9537 -0.8738
H 3.6194 0.8990 -1.2811
H 3.1639 2.5594 -0.9328
H 2.6757 1.8196 -2.4533
*
```

natural (NBO) atomic charges, in units of e: atom 1 (Ir): 1.277, atom 2 (O): -0.997, atom 3 (P): 2.540, atom 4 (O): -1.050, atom 5 (O): -1.123, atom 6 (O): -1.081, atom 7 (P): 2.512, atom 8 (O): -0.992, atom 9 (O): -1.046, atom 10 (O): -1.035, atom 11 (H): 0.519, atom 12 (H): 0.526, atom 13 (Br): 0.139, atom 14 (C): -0.140, atom 15 (C): -0.148, atom 16 (Br): 0.128, atom 17 (C): -0.201, atom 18 (Br): 0.087, atom 19 (C): 0.333, atom 20 (O): -0.709, atom 21 (C): 0.314, atom 22 (O): -0.678, atom 23 (C): -0.188, atom 24 (Br): 0.121, atom 25 (C): -0.615, atom 26 (C): -0.760, atom 27 (P): 1.466, atom 28 (C): -0.746, atom 29 (C): -0.613, atom 30 (C): -0.775, atom 31 (C): -0.605, atom 32 (H): 0.231, atom 33 (H): 0.238, atom 34 (H): 0.205, atom 35 (H): 0.256, atom 36 (H): 0.244, atom 37 (H): 0.239, atom 38 (H): 0.273, atom 39 (H): 0.206, atom 40 (H): 0.238, atom 41 (H): 0.216, atom 42 (H): 0.270, atom 43 (H): 0.265, atom 44 (H): 0.210, atom 45 (H): 0.236, atom 46 (H): 0.213